The following is a DFT calculation (ωB97M-V/def2-TZVPD) of 8 unconnected molecules or ions with the total composition C8H32N16O8 in a non-equilibrium geometry.

```
64
Properties=species:S:1:pos:R:3
N -4.04310 0.84064 -1.02195
C -2.95738 0.11438 -0.65272
N -2.90375 -0.23982 0.68231
O -1.96002 -0.02894 -1.35186
H -4.84686 0.82048 -0.42232
H -4.08984 1.27469 -1.92359
H -2.25689 -1.00748 0.77838
H -3.69158 -0.18078 1.30500
N 3.91134 0.07100 -1.88674
C 5.01629 -0.70949 -1.86257
N 5.49025 -1.06637 -3.10491
O 5.58923 -1.04658 -0.83959
H 3.63582 0.46022 -1.00418
H 3.45012 0.45607 -2.69129
H 6.24442 -1.72437 -3.13625
H 4.83542 -0.98411 -3.86197
N -1.48777 -0.21282 4.53775
C -1.44556 1.15447 4.54949
N -0.29304 1.64728 3.98946
O -2.26084 1.85626 5.12724
H -2.24235 -0.69623 4.99350
H -0.89990 -0.75648 3.92976
H -0.26210 2.63910 3.85254
H 0.17531 0.99498 3.37678
N -4.64231 -1.86632 3.19917
C -3.67662 -2.62110 3.84423
N -3.25693 -3.71156 3.12012
O -3.32106 -2.39994 4.98316
H -4.92888 -2.19367 2.29806
H -5.08570 -1.22555 3.83295
H -2.57731 -4.33311 3.51757
H -3.51745 -3.82829 2.15894
N -1.22832 -1.18575 -3.31856
C -0.81770 -2.41770 -2.91056
N -1.79734 -3.18623 -2.31971
O 0.32354 -2.81475 -3.01351
H -2.18134 -0.90565 -3.17767
H -0.52180 -0.56591 -3.66712
H -2.77237 -2.95006 -2.35258
H -1.54246 -4.14877 -2.18761
N 1.36581 2.55232 -2.65140
C 1.74015 3.33570 -3.71545
N 0.74577 3.50754 -4.64049
O 2.85052 3.79824 -3.86553
H 1.79765 2.60475 -1.73632
H 0.47012 2.09651 -2.65890
H -0.23307 3.36510 -4.46646
H 0.91140 4.17847 -5.37060
N 4.56754 2.80051 1.02363
C 3.39334 2.11857 0.83003
N 3.23914 1.03402 1.61081
O 2.59300 2.48173 -0.03417
H 4.75605 3.53691 0.36818
H 5.31350 2.28077 1.44989
H 2.56949 0.30708 1.41899
H 3.70503 0.95111 2.49685
N -0.71794 -1.51159 0.55038
C 0.07643 -0.42451 0.81064
N 0.33510 0.34911 -0.27550
O 0.52477 -0.17526 1.92359
H -1.12838 -1.53797 -0.36745
H -0.99845 -2.14173 1.27567
H -0.06366 0.08784 -1.15931
H 1.02352 1.08301 -0.18622
```

Results
Energy above the lowest of the compared OMol25 structures with the same formula, charge and spin, eV: 2.197
LUMO level, eV: -0.509
DFT total energy, Eh: -1802.34775
SMILES string: NC(N)=O.NC(N)=O.NC(N)=O.NC(N)=O.NC(N)=O.NC(N)=O.NC(N)=O.NC(N)=O
Frontier orbital gap, Eh: 0.3134
Strongest force on any atom, hartree/bohr: 0.0480

The following is a DFT calculation (ωB97M-V/def2-TZVPD) of 8 unconnected molecules or ions with the total composition C8H32O8 in a non-equilibrium geometry.

```
48
Properties=species:S:1:pos:R:3
C 6.47115 3.38333 1.66377
O 6.75883 3.31373 0.32238
H 6.61695 4.37171 2.09960
H 5.45563 2.99079 1.71596
H 7.04755 2.65430 2.23331
H 6.02516 3.54396 -0.25237
C -4.54809 1.77260 5.94807
O -4.50279 3.11197 6.38734
H -3.91476 1.38530 5.14995
H -4.45833 1.11495 6.81267
H -5.56962 1.74659 5.56873
H -5.13476 3.17065 7.10760
C 1.09307 3.64686 -3.83787
O 2.12357 4.44118 -3.40593
H 1.20666 2.69328 -3.32222
H 0.21364 4.14809 -3.43355
H 1.12910 3.53298 -4.92130
H 2.94026 3.98636 -3.62451
C 0.60655 0.26122 1.66832
O 0.34730 -0.08651 0.32285
H 1.44415 -0.35299 1.99887
H 0.91927 1.29784 1.79371
H -0.25634 0.06744 2.30548
H 0.59927 -1.01257 0.30025
C -4.34106 -0.71518 -2.59562
O -5.72176 -0.24722 -2.49419
H -3.78068 0.11865 -3.01846
H -3.91879 -0.82146 -1.59638
H -4.21974 -1.60660 -3.21106
H -6.33386 -0.96044 -2.68979
C -5.44981 -3.25000 2.18474
O -4.38963 -2.97539 2.94854
H -6.24148 -2.50143 2.21616
H -5.09496 -3.49926 1.18472
H -5.85421 -4.16162 2.62466
H -4.62065 -3.07821 3.87465
C 1.06105 -5.93151 -0.76408
O 1.77445 -4.75409 -0.44005
H 0.63382 -5.85181 -1.76369
H 1.53307 -6.87968 -0.50665
H 0.10130 -5.86585 -0.25160
H 2.61102 -4.66470 -0.90242
C 4.81158 0.17487 -4.00620
O 5.34274 1.42019 -4.35203
H 4.50960 -0.31045 -4.93430
H 5.51923 -0.47459 -3.49088
H 3.96781 0.20098 -3.31666
H 5.48755 1.45176 -5.30052
```

Results
Energy above the lowest of the compared OMol25 structures with the same formula, charge and spin, eV: 5.625
LUMO level, eV: 0.341
DFT total energy, Eh: -925.68508
SMILES string: CO.CO.CO.CO.CO.CO.CO.CO
Frontier orbital gap, Eh: 0.3818
Strongest force on any atom, hartree/bohr: 0.0787

The following is a DFT calculation (ωB97M-V/def2-TZVPD) of 8 unconnected molecules or ions with the total composition C8H32O8 in a non-equilibrium geometry.

```
48
Properties=species:S:1:pos:R:3
C -13.84079 -7.43776 12.23038
O -13.23123 -8.69088 12.53160
H -13.16587 -6.58878 12.11252
H -14.43444 -7.46720 11.31451
H -14.54830 -7.18697 13.02061
H -12.45185 -8.76648 11.97172
C -11.66846 -7.55726 15.54381
O -11.13132 -6.46376 16.29750
H -12.24679 -8.18962 16.21687
H -12.30976 -7.13522 14.76762
H -10.91310 -8.10551 14.98307
H -11.86326 -6.00827 16.72783
C -14.51878 -5.43242 15.89291
O -13.58947 -5.07150 16.85798
H -14.58753 -6.51993 15.85851
H -15.53041 -5.14460 16.19071
H -14.30582 -4.99902 14.91490
H -13.40201 -4.13290 16.77424
C -13.36755 -11.05434 15.31235
O -13.93557 -11.09763 14.01172
H -12.36888 -11.49563 15.27198
H -13.27142 -10.04792 15.72071
H -13.94355 -11.65215 16.01876
H -13.75255 -10.24977 13.59292
C -9.14108 -3.46721 16.30767
O -9.12706 -4.60602 15.48691
H -8.95880 -3.73019 17.35427
H -8.35328 -2.75912 16.05598
H -10.10606 -2.95851 16.37834
H -9.67799 -5.32706 15.81192
C -10.45949 -10.47248 12.67052
O -10.12688 -9.32430 11.89244
H -10.54818 -10.27725 13.73953
H -11.44479 -10.83256 12.36793
H -9.81769 -11.30668 12.38453
H -9.16749 -9.31969 11.94519
C -14.66537 -7.32739 19.18878
O -15.53501 -8.31480 18.69583
H -14.53027 -7.40521 20.26898
H -13.71194 -7.35933 18.65782
H -15.06304 -6.32230 19.04660
H -15.14213 -9.15911 18.93037
C -12.45060 -4.43239 19.95128
O -12.72555 -5.15336 21.12882
H -13.36471 -4.01729 19.52141
H -11.85285 -3.58440 20.29365
H -11.90909 -4.99609 19.19408
H -12.91109 -4.52737 21.83131
```

Results
Energy above the lowest of the compared OMol25 structures with the same formula, charge and spin, eV: 3.656
LUMO level, eV: 0.396
DFT total energy, Eh: -925.75744
SMILES string: CO.CO.CO.CO.CO.CO.CO.CO
Frontier orbital gap, Eh: 0.3716
Strongest force on any atom, hartree/bohr: 0.0312

The following is a DFT calculation (ωB97M-V/def2-TZVPD) of 8 unconnected molecules or ions with the total composition C8H32O8 in a non-equilibrium geometry.

```
48
Properties=species:S:1:pos:R:3
C -3.30001 -1.98528 -2.94486
O -2.01809 -2.61513 -2.80398
H -3.97091 -2.58280 -3.56208
H -3.61012 -1.91239 -1.90245
H -3.23635 -0.97715 -3.35438
H -1.63081 -2.57209 -3.68135
C 2.45147 2.49111 -2.97527
O 1.09693 2.73320 -2.74947
H 2.76835 2.86009 -3.95074
H 3.05359 3.00718 -2.22746
H 2.49412 1.40422 -2.90483
H 0.86000 3.47823 -3.30659
C 0.32728 -3.97605 -0.50475
O -0.72059 -4.60990 -1.19630
H -0.03041 -3.16379 0.12801
H 0.85067 -4.72105 0.09453
H 1.04394 -3.59195 -1.23067
H -1.20162 -3.90017 -1.62814
C 3.00520 -1.10894 2.07689
O 2.48960 -0.19283 1.23927
H 2.78931 -2.04659 1.56472
H 4.08638 -1.05861 2.20585
H 2.44881 -1.24019 3.00496
H 3.20201 0.28895 0.81270
C -3.28720 1.62368 1.18553
O -3.11044 0.57632 0.21251
H -3.14139 1.24354 2.19664
H -2.54165 2.39963 1.01180
H -4.29759 2.00730 1.32706
H -2.16922 0.39377 0.26126
C -0.70781 -0.52424 3.92593
O 0.00325 -0.55767 5.16582
H -0.04127 -0.11232 3.16819
H -1.02576 -1.52671 3.63946
H -1.62420 0.05650 4.03120
H 0.48376 -1.38434 5.25137
C 0.01613 -0.11887 -0.81335
O -0.29976 0.43689 0.49004
H 0.46803 -1.10696 -0.72629
H -0.82936 -0.26419 -1.48576
H 0.73943 0.53689 -1.29803
H 0.47412 0.21846 1.01443
C 1.36763 3.63725 0.53578
O 0.83701 4.42879 -0.48442
H 1.12357 2.58550 0.38628
H 2.45684 3.66228 0.50279
H 1.02819 3.97024 1.51661
H 0.82897 3.81018 -1.21849
```

Results
Energy above the lowest of the compared OMol25 structures with the same formula, charge and spin, eV: 4.071
LUMO level, eV: 0.269
DFT total energy, Eh: -925.74217
SMILES string: CO.CO.CO.CO.CO.CO.CO.CO
Frontier orbital gap, Eh: 0.3647
Strongest force on any atom, hartree/bohr: 0.0700

The following is a DFT calculation (ωB97M-V/def2-TZVPD) of 8 unconnected molecules or ions with the total composition C8H32O8 in a non-equilibrium geometry.

```
48
Properties=species:S:1:pos:R:3
C 3.92307 0.72670 0.02680
O 4.34152 0.14157 1.23964
H 4.64533 0.67633 -0.78799
H 3.06347 0.18973 -0.37425
H 3.58809 1.74564 0.22082
H 5.12011 0.63145 1.51424
C -1.83848 3.30935 -0.63448
O -1.04451 4.49613 -0.73004
H -1.74550 2.73065 -1.55349
H -1.61786 2.74535 0.27179
H -2.89610 3.48580 -0.43849
H -1.58206 5.26564 -0.93129
C 0.08611 -4.06496 0.90111
O 0.21531 -4.00973 -0.50714
H -0.22019 -5.07911 1.15760
H 1.07569 -3.87627 1.31732
H -0.61300 -3.34335 1.32375
H 0.84595 -4.68768 -0.76065
C -0.38426 -0.19709 0.11786
O -0.56629 -1.28256 -0.82013
H 0.63899 0.17836 0.12760
H -1.11523 0.56885 -0.14122
H -0.65290 -0.59781 1.09529
H -0.22150 -2.05848 -0.37218
C -2.46648 -0.62933 -3.71541
O -2.65450 -1.70025 -2.79672
H -3.30455 -0.51543 -4.40299
H -2.19958 0.31904 -3.24906
H -1.64438 -0.80234 -4.40992
H -1.89954 -1.71886 -2.20402
C 1.10987 0.86462 -3.48865
O 0.56618 1.95044 -4.21922
H 0.36917 0.20877 -3.03112
H 1.68986 0.15298 -4.07623
H 1.71554 1.24133 -2.66442
H 1.33612 2.49943 -4.38477
C -1.91708 -3.07582 4.09175
O -1.49878 -1.83507 3.52981
H -2.32614 -3.79283 3.37996
H -1.03919 -3.53177 4.54949
H -2.62921 -2.93623 4.90507
H -2.25552 -1.36281 3.17500
C 0.99306 2.60020 2.67425
O 0.43611 3.28367 3.80661
H 1.74510 1.83880 2.88110
H 0.22862 2.02490 2.15199
H 1.46297 3.38286 2.07865
H 1.13658 3.83918 4.15640
```

Results
Energy above the lowest of the compared OMol25 structures with the same formula, charge and spin, eV: 4.246
LUMO level, eV: 0.550
DFT total energy, Eh: -925.73576
SMILES string: CO.CO.CO.CO.CO.CO.CO.CO
Frontier orbital gap, Eh: 0.3678
Strongest force on any atom, hartree/bohr: 0.0247